# 1
DFT (ωB97M-V with the def2-TZVPD basis set) results for C33H52AsBaNP2 as an isolated structure.

Each line ends with the Mulliken charge.
Atoms and positions in Å:
1 Ba 0.235 -0.853 -0.588  1.317
2 As 2.817 -2.226 -0.319  0.352
3 P 0.387 2.141 0.426  1.387
4 P -3.019 -1.502 -0.981  0.322
5 N -0.622 -0.029 2.321  0.213
6 C 0.659 2.147 5.049  -0.771
7 C 0.871 6.142 -0.435  -0.728
8 C 2.160 1.973 -0.037  0.554
9 C 4.530 2.053 0.395  -0.831
10 C -5.119 -3.296 0.050  -1.610
11 C 3.271 -1.281 2.409  -0.996
12 C 3.222 1.997 0.863  -0.621
13 C -0.412 6.520 -0.808  -0.594
14 C 1.138 4.829 -0.084  -0.489
15 C 4.200 -4.807 -0.770  -1.127
16 C -0.014 1.090 2.992  -0.221
17 C -3.276 -2.492 1.579  -1.235
18 C 3.072 -2.560 1.598  -0.737
19 C 2.898 -4.061 -1.046  -0.760
20 C 2.430 1.961 -1.411  -0.558
21 C 0.940 3.294 2.963  -0.053
22 C -1.426 5.576 -0.840  -0.569
23 C -1.169 4.264 -0.474  -0.503
24 C 0.113 1.069 4.375  -0.788
25 C 3.734 2.030 -1.875  -0.825
26 C -3.573 -1.898 -2.719  0.586
27 C 4.786 2.087 -0.968  -0.647
28 C -5.048 -1.700 -3.070  -1.447
29 C 4.712 -1.450 -2.342  -1.344
30 C 0.112 3.881 -0.081  0.553
31 C 4.561 -1.511 -0.825  -0.309
32 C -3.428 1.176 -1.538  -1.669
33 C 0.436 2.198 2.263  0.577
34 C -3.115 -3.321 -3.052  -1.640
35 C -5.276 0.161 -0.130  -1.623
36 C -3.657 -2.853 0.140  0.489
37 C -3.787 0.131 -0.476  1.453
38 C 1.055 3.273 4.343  -0.882
39 H -3.877 -1.658 1.948  0.263
40 H 3.925 2.075 -2.939  0.534
41 H 4.684 -0.525 -0.382  -0.029
42 H 5.348 2.089 1.104  0.442
43 H 2.423 -0.597 2.312  0.112
44 H 3.382 -1.525 3.465  0.493
45 H 4.374 -4.928 0.299  0.290
46 H 2.720 -3.996 -2.121  0.453
47 H 5.680 -1.036 -2.623  0.391
48 H -1.967 3.531 -0.488  0.157
49 H -3.726 -4.061 -2.535  0.265
50 H 1.456 4.130 4.866  0.463
51 H -5.303 -4.037 0.830  0.495
52 H -2.344 1.284 -1.648  0.257
53 H -3.839 2.144 -1.250  0.446
54 H 5.312 -2.166 -0.380  0.552
55 H 2.205 -3.115 1.966  0.491
56 H -3.459 -3.342 2.237  0.514
57 H 1.249 4.181 2.431  0.463
58 H 0.750 2.116 6.126  0.422
59 H 3.940 -0.818 -2.788  0.220
60 H -3.046 -3.712 -0.162  0.463
61 H 2.059 -4.611 -0.612  0.458
62 H 1.673 6.868 -0.422  0.442
63 H 2.150 4.539 0.167  0.399
64 H 3.031 2.019 1.928  0.332
65 H -5.822 -2.482 0.203  0.224
66 H 3.941 -3.210 1.708  0.462
67 H -3.850 0.923 -2.511  0.293
68 H 5.804 2.155 -1.329  0.423
69 H 4.637 -2.443 -2.788  0.362
70 H -5.489 -0.427 0.760  0.355
71 H -5.334 -0.651 -3.053  0.294
72 H -0.617 7.547 -1.077  0.413
73 H 4.172 -0.754 2.094  0.269
74 H -5.571 1.190 0.086  0.497
75 H -5.220 -2.063 -4.085  0.507
76 H -5.707 -2.257 -2.408  0.185
77 H -2.215 -2.228 1.654  0.005
78 H 1.604 1.977 -2.121  0.440
79 H -2.421 5.863 -1.155  0.437
80 H -1.501 0.268 1.905  -0.018
81 H -2.985 -1.203 -3.329  0.357
82 H -3.236 0.391 0.439  -0.233
83 H 4.151 -5.806 -1.204  0.412
84 H -5.340 -3.774 -0.902  0.317
85 H -2.068 -3.487 -2.780  0.324
86 H 5.064 -4.304 -1.204  0.250
87 H -0.844 -0.737 3.010  0.231
88 H -5.898 -0.194 -0.946  0.262
89 H -3.218 -3.502 -4.122  0.480
90 H -0.236 0.204 4.928  0.441

E_LUMO   -0.202 Eh
Charge   +2
Energy relative to the best compared isomer or geometry (same formula, charge and spin)   78.1 kJ/mol
Gap between HOMO and LUMO   0.3003 Eh
2S+1   1



# 2
DFT (ωB97M-V with the def2-TZVPD basis set) results for C33H52BrF5GeMoN2OSi4Te as an isolated structure.

Each line ends with the Mulliken charge.
Atoms and positions in Å:
1 Te 3.533 -1.055 -0.404  1.981
2 Mo 0.229 -1.716 0.054  -1.904
3 Br 1.644 -2.085 2.331  -0.111
4 Ge 0.072 1.725 -1.361  0.428
5 Si -2.129 2.733 -0.975  0.693
6 Si 1.835 3.445 -1.146  0.464
7 Si -0.025 1.269 -3.827  1.294
8 Si -0.092 1.278 1.813  -1.324
9 F 4.333 0.712 -0.135  -0.567
10 F 3.008 -2.945 -0.720  -0.613
11 F 4.591 -1.728 1.036  -0.482
12 F 5.033 -1.359 -1.433  -0.378
13 F 2.700 -0.783 -2.228  -0.821
14 O 0.272 0.425 0.387  1.927
15 N 0.559 -2.589 -1.896  -0.101
16 N -1.773 -1.600 -0.774  0.066
17 C -2.241 3.990 0.408  -0.859
18 C 1.928 -6.013 3.543  -0.834
19 C -1.208 -4.521 -0.085  -0.341
20 C 0.751 0.815 4.470  -0.523
21 C -2.642 1.521 3.092  -0.303
22 C -2.054 -0.696 2.432  0.798
23 C -1.478 -5.892 0.133  -1.736
24 C 0.460 -4.544 1.601  0.651
25 C 1.422 -3.965 2.447  1.152
26 C -2.586 3.697 -2.522  -1.344
27 C 2.147 -4.629 3.386  -0.758
28 C 3.299 3.042 -2.232  -0.894
29 C -3.473 1.443 -0.707  -1.106
30 C 0.992 5.016 -1.742  -1.071
31 C 3.032 0.690 5.218  -0.589
32 C 1.671 0.636 5.491  -0.841
33 C 0.986 -6.638 2.781  -0.823
34 C -0.244 -3.798 0.594  0.845
35 C 1.308 0.347 -4.738  -1.275
36 C -0.758 -6.591 1.049  -0.852
37 C -1.744 -1.737 -2.251  0.526
38 C -1.685 0.639 -4.472  -1.348
39 C -3.250 -1.180 2.940  -0.698
40 C 2.547 1.126 2.909  0.423
41 C 0.233 -5.930 1.811  0.865
42 C -4.155 -0.300 3.517  -0.674
43 C 2.429 3.826 0.577  -0.909
44 C 3.471 0.934 3.925  -0.914
45 C -3.842 1.048 3.608  -0.913
46 C -1.734 0.665 2.467  0.538
47 C 1.172 1.060 3.157  0.547
48 C 0.054 3.045 -4.421  -1.333
49 C -0.667 -2.707 -2.724  -1.138
50 H 2.916 1.276 1.905  0.049
51 H 0.797 -7.697 2.904  0.409
52 H -0.173 2.683 1.384  -0.298
53 H 1.102 0.512 -5.801  0.477
54 H 1.757 5.797 -1.693  0.463
55 H 2.936 2.993 1.050  0.118
56 H -4.418 1.981 -0.593  0.519
57 H 1.287 -2.010 -2.336  0.217
58 H 1.636 4.196 1.227  0.237
59 H -1.916 4.542 -2.688  0.348
60 H -3.339 0.862 0.209  0.102
61 H -0.789 3.662 -4.117  0.345
62 H -1.527 -0.743 -2.627  -1.055
63 H -2.409 2.574 3.199  0.520
64 H -0.440 -2.490 -3.767  0.624
65 H 0.992 -3.499 -1.754  0.330
66 H -2.442 3.525 1.367  0.019
67 H -1.341 -1.424 2.044  -0.188
68 H -3.466 -2.241 2.907  0.517
69 H 0.619 4.993 -2.765  0.321
70 H -0.934 -7.646 1.215  0.415
71 H 4.529 0.961 3.700  0.480
72 H -2.720 -2.034 -2.640  0.543
73 H -0.306 0.755 4.699  0.355
74 H 0.002 2.939 -5.510  0.481
75 H -1.814 -4.067 -0.859  0.473
76 H -5.092 -0.668 3.916  0.415
77 H -2.549 0.849 -3.842  0.359
78 H -2.250 -6.379 -0.449  0.447
79 H -1.352 4.611 0.512  0.233
80 H 2.502 -6.562 4.276  0.406
81 H -4.531 1.733 4.085  0.467
82 H 3.717 2.055 -2.037  0.131
83 H 3.750 0.541 6.013  0.423
84 H 0.979 3.561 -4.193  0.304
85 H -3.580 4.113 -2.327  0.497
86 H -1.009 -3.737 -2.686  0.412
87 H -1.844 1.162 -5.420  0.482
88 H 3.083 3.123 -3.293  0.354
89 H -1.677 -0.425 -4.708  0.382
90 H -2.256 -0.739 -0.525  -0.374
91 H 3.169 4.623 0.464  0.507
92 H 1.327 0.448 6.500  0.458
93 H -2.289 -2.356 -0.330  0.418
94 H 0.180 5.324 -1.082  0.209
95 H -3.596 0.772 -1.562  0.338
96 H 2.871 -4.109 3.997  0.529
97 H 4.080 3.774 -2.006  0.429
98 H -3.084 4.647 0.176  0.559
99 H 2.302 0.728 -4.512  0.289
100 H -2.650 3.114 -3.438  0.344
101 H 1.327 -0.727 -4.575  0.340

E_LUMO (spin up / spin down)   -0.122 / -0.118 Eh
Charge   +1
<S²>   3.776
Energy relative to the best compared isomer or geometry (same formula, charge and spin)   65.4 kJ/mol
Gap between HOMO and LUMO (spin up / spin down)   0.2667 / 0.2844 Eh
2S+1   4



# 3
DFT (ωB97M-V with the def2-TZVPD basis set) results for a 6-piece molecular cluster, C33H52FN8O3 overall.

Each line ends with the Mulliken charge.
Atoms and positions in Å:
1 F -2.376 -2.543 1.468  -0.401
2 O 3.546 -0.203 2.052  -0.362
3 O 5.320 0.322 0.805  -0.532
4 O 0.327 -2.113 1.878  -0.371
5 N 9.828 0.308 -0.438  -0.511
6 N -0.571 0.028 1.327  -0.546
7 N -7.504 -1.546 -2.864  -0.468
8 N -5.953 -0.030 1.537  -0.443
9 N -10.878 -7.506 -4.745  -0.405
10 N -1.421 2.370 3.938  0.506
11 N -0.338 3.075 4.196  -1.122
12 N 9.314 4.746 -3.757  -0.524
13 C -1.570 1.381 3.059  0.953
14 C -6.870 -0.463 2.074  0.254
15 C -3.893 -0.699 -3.495  -1.407
16 C 4.884 -0.315 1.710  0.366
17 C 1.947 1.553 1.670  -1.026
18 C -3.183 -1.437 1.683  -0.167
19 C -4.140 -1.162 -2.065  -0.052
20 C -9.840 -4.245 -4.141  -0.124
21 C 9.184 0.530 -2.957  -0.473
22 C -7.842 0.542 4.739  -1.039
23 C 7.911 1.370 -3.106  0.009
24 C -10.127 -6.691 -4.449  0.177
25 C -2.914 -0.790 3.038  -0.874
26 C -8.053 -1.014 2.731  -0.433
27 C 11.203 5.138 -0.870  -0.606
28 C 12.447 5.090 -1.749  -1.177
29 C -5.172 -2.291 -1.966  -0.333
30 C -10.328 -3.890 -5.540  -1.188
31 C 5.683 -1.259 2.551  -0.185
32 C 9.657 4.486 -2.694  0.301
33 C 9.562 0.404 -1.550  0.245
34 C 6.713 0.757 -2.392  -1.156
35 C 6.965 -0.590 3.084  -1.160
36 C -6.477 -1.873 -2.473  0.168
37 C -2.910 0.749 2.959  -0.749
38 C -8.741 0.030 3.620  -0.438
39 C -0.456 1.050 2.291  0.081
40 C 3.151 1.084 2.509  -0.474
41 C 10.108 4.172 -1.338  -0.101
42 C 0.704 1.784 2.471  0.570
43 C 0.701 2.778 3.464  -0.461
44 C -9.192 -5.633 -4.072  -0.360
45 C -0.114 -1.081 1.615  0.704
46 H -3.132 0.081 -3.521  0.386
47 H -9.509 -3.918 -6.261  0.300
48 H 7.236 0.260 2.465  0.335
49 H -4.477 -0.317 -1.459  0.185
50 H -11.103 -4.580 -5.879  0.373
51 H -6.964 1.052 4.336  0.240
52 H -8.841 -5.841 -3.060  0.283
53 H 5.824 1.370 -2.539  0.371
54 H 2.926 1.038 3.574  0.410
55 H 2.176 2.435 1.075  0.527
56 H 5.071 -1.591 3.385  0.312
57 H 1.589 3.359 3.663  0.540
58 H 12.222 5.393 -2.772  0.368
59 H -2.230 2.632 4.490  0.289
60 H -4.800 -0.289 -3.940  0.353
61 H -9.110 -3.505 -3.811  0.052
62 H -5.301 -2.602 -0.928  0.205
63 H 7.690 1.483 -4.168  0.319
64 H 1.748 0.761 0.957  0.486
65 H 6.886 0.686 -1.317  0.235
66 H 12.869 4.084 -1.776  0.291
67 H -7.743 -1.877 3.322  0.287
68 H 8.097 2.370 -2.717  -0.085
69 H -8.731 -1.368 1.954  0.323
70 H 7.785 -1.296 3.109  0.320
71 H 5.917 -2.141 1.960  0.299
72 H 10.478 3.145 -1.326  0.110
73 H -10.751 -2.886 -5.553  0.330
74 H 9.039 -0.471 -3.366  0.377
75 H -4.213 -1.775 1.655  0.274
76 H -3.202 -1.516 -1.629  0.267
77 H -4.841 -3.161 -2.536  0.372
78 H 6.782 -0.204 4.084  0.341
79 H -8.332 -5.684 -4.742  0.276
80 H -3.548 -1.523 -4.122  0.330
81 H -3.082 -0.719 0.871  0.177
82 H 13.212 5.764 -1.366  0.347
83 H 11.468 4.881 0.156  0.342
84 H -3.524 1.151 3.764  0.191
85 H -9.635 -0.425 4.048  0.322
86 H 10.014 0.992 -3.493  0.350
87 H -2.015 -1.191 3.504  0.489
88 H -10.677 -4.203 -3.441  0.295
89 H 10.804 6.154 -0.853  0.320
90 H -8.376 1.254 5.365  0.342
91 H -9.074 0.866 3.003  0.312
92 H -7.501 -0.276 5.377  0.307
93 H 3.975 1.779 2.358  0.416
94 H 6.497 -0.245 -2.768  0.325
95 H -3.732 -1.054 3.703  0.367
96 H 9.243 4.218 -0.676  0.350
97 H -3.394 1.073 2.036  0.404

E_LUMO   -0.170 Eh
Charge   +1
Gap between HOMO and LUMO   0.2885 Eh
2S+1   1



# 4
DFT (ωB97M-V with the def2-TZVPD basis set) results for C33H52N2O5P2S3SiYb as an isolated structure.

Each line ends with the Mulliken charge.
Atoms and positions in Å:
1 Yb 0.261 -0.639 -0.501  -0.042
2 S 1.479 -0.974 -3.303  -0.487
3 S 3.329 -0.264 -0.638  -0.525
4 S -1.613 -2.659 0.245  -0.807
5 P 2.675 -1.676 -1.882  1.107
6 P 1.168 2.566 -2.114  -0.002
7 Si -1.685 -1.585 2.089  0.079
8 O -3.146 -1.142 2.555  -0.217
9 O 1.668 -2.432 -0.821  -0.425
10 O -0.676 -0.252 1.731  0.882
11 O 3.627 -2.872 -2.312  -0.322
12 O -1.008 -2.397 3.352  -0.077
13 N -1.295 0.810 -1.906  0.319
14 N -0.499 3.030 -2.026  0.139
15 C 1.116 3.696 -6.069  -0.490
16 C -5.040 -1.394 1.064  -1.470
17 C 3.701 6.093 -0.491  -0.451
18 C -2.832 2.638 -2.288  -0.900
19 C 2.482 6.389 -1.003  -0.580
20 C 1.593 2.791 -3.857  0.851
21 C -1.137 -3.641 4.006  1.377
22 C 3.160 2.456 -5.670  -0.571
23 C 4.084 -3.111 -3.697  -0.218
24 C 0.979 1.362 1.617  -1.699
25 C -4.438 -0.634 2.221  1.591
26 C 3.281 3.724 -0.831  -0.422
27 C -4.215 0.832 1.924  -0.778
28 C -2.554 -4.250 3.822  -1.105
29 C -0.892 -3.349 5.521  -1.442
30 C -2.329 -0.066 -2.261  -0.210
31 C -3.589 0.372 -2.496  -0.912
32 C 1.612 5.363 -1.477  -0.240
33 C 0.659 0.132 3.788  -1.407
34 C 2.290 3.162 -6.545  -0.533
35 C 3.011 -3.097 1.257  -0.981
36 C -1.022 1.815 3.224  -1.717
37 C -1.522 2.123 -2.047  0.343
38 C 1.947 4.026 -1.305  0.611
39 C 3.689 -4.562 -4.075  -1.027
40 C 0.751 3.560 -4.716  -0.455
41 C -0.024 0.765 2.645  2.252
42 C -5.366 -0.775 3.443  -1.829
43 C 2.022 -3.481 0.157  -0.014
44 C -0.019 -4.536 3.484  -1.443
45 C 4.071 4.746 -0.332  -0.535
46 C -3.889 1.760 -2.534  -0.593
47 C 2.847 2.297 -4.324  -0.340
48 H 3.497 1.803 -3.622  0.402
49 H 4.045 -3.213 0.902  0.359
50 H 4.443 6.826 -0.219  0.377
51 H -0.824 3.950 -2.363  0.199
52 H -5.789 -1.846 3.530  0.336
53 H 1.417 2.321 1.928  0.591
54 H -2.738 -5.030 4.634  0.400
55 H -3.860 1.298 2.886  0.206
56 H 4.377 -5.353 -3.686  0.290
57 H -1.502 2.250 2.317  0.270
58 H -4.321 -0.410 -2.764  0.420
59 H 2.941 -2.035 1.589  0.126
60 H 2.890 -3.742 2.097  0.375
61 H -4.873 -0.685 4.410  0.333
62 H -2.034 -1.120 -2.254  0.540
63 H 4.096 2.156 -6.135  0.399
64 H 0.513 1.624 0.671  -0.012
65 H -3.278 -3.363 3.911  0.024
66 H -4.864 2.024 -2.844  0.514
67 H 5.091 4.525 0.036  0.344
68 H 2.353 -4.321 -0.448  0.334
69 H -3.053 3.746 -2.180  0.306
70 H 1.304 -0.653 3.436  0.157
71 H -5.136 1.314 1.520  0.544
72 H 2.538 3.349 -7.592  0.358
73 H -0.475 -4.285 5.970  0.378
74 H 0.445 4.277 -6.692  0.397
75 H -0.027 -0.202 4.565  0.274
76 H -0.207 -2.502 5.487  0.269
77 H 0.635 5.654 -1.965  0.134
78 H -0.029 -4.436 2.416  0.257
79 H -0.221 3.950 -4.341  0.143
80 H -2.698 -4.697 2.831  0.313
81 H 3.512 -4.650 -5.168  0.341
82 H -3.419 0.885 1.159  -0.234
83 H 0.956 -4.208 3.852  0.325
84 H 3.579 2.687 -0.787  0.185
85 H 5.185 -3.036 -3.843  0.269
86 H -5.967 -0.975 0.722  0.469
87 H -5.266 -2.445 1.375  0.317
88 H 1.309 0.972 4.267  0.444
89 H 2.205 7.437 -1.067  0.374
90 H 1.048 -3.815 0.555  0.124
91 H -0.470 2.527 3.829  0.481
92 H 2.712 -4.834 -3.629  0.266
93 H -1.727 1.294 3.842  0.330
94 H -4.336 -1.412 0.228  0.127
95 H -0.136 -5.625 3.745  0.371
96 H 1.778 0.637 1.382  0.042
97 H 3.634 -2.358 -4.374  0.306
98 H -1.819 -2.911 6.010  0.314
99 H -6.144 -0.066 3.248  0.504

E_LUMO   0.014 Eh
Gap between HOMO and LUMO   0.2624 Eh
2S+1   1



Strongest force on any atom values (in hartree/bohr) by entry order: 0.0416, 0.0168, 0.0162, 0.0528.